(1)
11
Properties=species:S:1:pos:R:3:forces:R:3 method="wB97M-V/def2-TZVPD" e_above_lowest_kj_mol=243.2 lumo_ha=0.031 e_tot_ev=-7764.006 e_homo_ev=-8.697 orbital_gap_ev=9.6
C 0.420 1.428 -0.267 0.11 0.17 0.03
C -0.176 0.087 -0.059 -0.37 0.18 -0.20
C -1.421 -0.383 -0.280 0.20 0.66 -0.21
O -1.381 -1.671 0.024 1.40 -0.13 0.30
N 1.043 -2.060 0.781 -0.67 0.48 0.00
C 0.240 -1.230 0.357 -0.51 -1.02 0.22
H -0.386 2.053 -0.666 0.23 0.08 0.05
H 0.772 1.889 0.660 0.03 -0.03 -0.08
H 1.239 1.436 -0.994 -0.07 -0.05 0.11
H -2.291 0.149 -0.650 -0.26 -0.35 0.09
H 1.941 -1.698 1.096 -0.08 0.01 -0.30

(2)
25
Properties=species:S:1:pos:R:3:forces:R:3 method="wB97M-V/def2-TZVPD" e_above_lowest_kj_mol=0.0 charge=-1 lumo_ha=0.127 e_tot_ev=-17689.998 e_homo_ev=-6.098 orbital_gap_ev=9.5
O -0.950 0.199 -1.206 0.56 0.17 -0.43
C 0.067 0.911 -0.920 -0.43 -0.64 0.77
O 1.237 0.630 -1.229 -0.14 0.37 -0.25
C -0.246 2.087 0.024 -0.50 -0.02 -0.03
C -0.288 3.475 -0.630 1.07 0.54 0.45
H -1.209 1.869 0.486 -0.05 -0.03 -0.13
H 0.457 2.079 0.855 0.27 0.04 -0.15
H 0.127 3.488 -1.636 -0.30 -0.16 -0.18
H -1.240 3.999 -0.585 -0.28 -0.37 -0.25
H 0.390 4.131 -0.076 0.01 0.06 0.00
H 0.935 -3.124 0.642 0.01 0.04 -0.08
H 1.868 -2.083 1.177 0.28 -0.02 -0.22
O 1.783 -3.043 1.106 0.01 0.06 0.04
H -3.386 0.560 -1.630 -0.51 -0.10 -0.14
H -2.583 -0.380 -0.938 -0.56 -0.14 -0.03
O -3.530 -0.298 -1.207 0.66 0.31 0.13
H 2.567 0.953 -0.186 -0.06 0.08 0.11
H 2.409 1.363 1.265 0.40 -0.11 -0.22
O 3.100 1.154 0.619 -0.18 0.07 0.32
H -1.632 -2.492 -0.076 0.07 0.08 -0.05
H -0.684 -1.369 -0.609 -0.11 0.07 0.22
O -0.770 -2.090 0.071 0.02 -0.31 -0.21
H -0.539 -1.828 1.934 0.16 -0.13 -0.13
H 0.649 -2.435 2.707 -0.20 -0.11 -0.20
O -0.213 -2.019 2.825 -0.20 0.26 0.68

(3)
44
Properties=species:S:1:pos:R:3:forces:R:3 method="wB97M-V/def2-TZVPD" e_above_lowest_kj_mol=78.2 lumo_ha=0.029 e_tot_ev=-30604.648 e_homo_ev=-8.862 orbital_gap_ev=9.6
C -0.133 -3.814 -0.597 0.20 0.35 0.17
C -0.116 -2.490 0.151 -0.52 -0.15 -0.23
O 1.217 -2.047 0.407 0.35 0.07 0.03
C 1.808 -1.364 -0.585 0.24 -0.29 0.13
O 1.301 -1.142 -1.659 -0.34 0.12 -0.35
N 3.087 -0.979 -0.272 0.07 -0.20 -0.03
C 3.663 0.020 -1.148 -0.10 -0.07 -0.22
C 3.074 1.412 -0.784 0.02 0.03 -0.25
N 2.472 1.323 0.528 0.22 0.12 0.20
C 1.143 1.218 0.786 -0.16 0.26 -0.22
O 0.738 0.838 1.871 -0.14 -0.15 0.25
C 0.153 1.685 -0.279 -0.18 0.14 -0.23
C 0.145 3.217 -0.361 0.03 -0.19 -0.07
N -1.139 1.186 0.126 0.15 -0.14 0.34
C -2.154 1.001 -0.743 0.30 0.08 0.40
O -2.115 1.347 -1.909 -0.13 -0.03 -0.23
C -3.331 0.339 -0.151 -0.94 -0.13 -0.88
C -4.536 0.025 -0.723 0.85 0.30 0.18
C -5.293 -0.616 0.282 0.22 -0.08 0.52
C -4.497 -0.647 1.386 -0.77 -0.25 -0.21
O -3.311 -0.076 1.138 0.47 0.15 0.13
C 3.368 0.691 1.480 -0.05 0.01 0.28
C 3.499 -0.809 1.106 -0.02 -0.08 0.24
H -1.159 -4.148 -0.719 -0.12 -0.07 -0.02
H 0.315 -3.686 -1.580 0.00 -0.03 -0.08
H 0.426 -4.567 -0.047 0.01 -0.10 0.04
H -0.641 -1.724 -0.428 0.05 -0.08 0.18
H -0.570 -2.584 1.140 0.04 0.06 -0.12
H 3.420 -0.242 -2.177 0.14 0.08 0.08
H 4.746 -0.003 -1.012 -0.03 0.01 -0.02
H 3.865 2.167 -0.755 -0.09 -0.02 -0.07
H 2.334 1.711 -1.521 0.04 0.02 0.03
H 0.374 1.256 -1.263 0.06 0.05 0.19
H 1.121 3.599 -0.649 0.11 0.09 -0.04
H -0.591 3.522 -1.101 -0.03 0.03 -0.05
H -0.128 3.636 0.605 0.01 0.04 0.09
H -1.198 0.869 1.087 -0.04 -0.02 -0.12
H -4.825 0.234 -1.732 0.02 0.08 -0.23
H -6.289 -0.999 0.195 -0.20 -0.10 0.06
H -4.657 -1.035 2.374 0.08 -0.01 0.15
H 4.332 1.201 1.426 -0.03 0.00 0.01
H 2.949 0.805 2.479 0.16 0.00 -0.09
H 2.857 -1.421 1.735 0.15 0.08 -0.01
H 4.534 -1.146 1.210 -0.06 0.02 0.06

(4)
158
Properties=species:S:1:pos:R:3:forces:R:3 method="wB97M-V/def2-TZVPD" lumo_ha=0.009 e_tot_ev=-98073.336 e_homo_ev=-7.617 orbital_gap_ev=7.9
O 1.039 -8.042 -16.721 0.53 -0.16 0.10
C 1.231 -7.163 -17.770 0.60 0.31 0.68
C 1.818 -7.681 -18.913 -1.08 -0.76 0.05
C 1.719 -7.000 -20.116 0.54 0.22 0.39
C 1.345 -5.668 -20.053 -0.41 0.50 -0.32
O 1.463 -4.894 -21.187 -0.12 -0.37 -0.22
C 0.884 -5.091 -18.874 0.84 0.06 -0.38
C 0.879 -5.823 -17.700 -0.75 -0.09 -0.30
H 1.159 -7.626 -15.855 -0.10 0.24 -0.13
H 2.183 -8.697 -18.809 -0.05 -0.05 -0.42
H 1.963 -7.474 -21.057 0.31 0.16 -0.01
H 1.031 -4.047 -21.046 0.00 0.00 0.08
H 0.673 -4.029 -18.915 -0.11 0.01 0.37
H 0.531 -5.364 -16.786 -0.04 -0.11 0.07
O 3.986 -6.327 -13.991 0.42 -0.03 0.26
C 2.657 -6.498 -13.822 0.49 -0.22 -0.24
C 2.267 -7.700 -13.238 -0.71 -0.43 -0.85
C 0.922 -8.058 -13.279 0.11 0.03 0.28
C -0.023 -7.198 -13.818 -0.61 0.24 -0.01
O -1.351 -7.507 -13.932 -0.32 0.04 0.56
C 0.348 -5.925 -14.212 0.95 0.20 -0.10
C 1.702 -5.596 -14.277 -0.25 0.18 0.66
H 4.257 -5.451 -14.327 -0.29 0.09 -0.01
H 2.989 -8.461 -12.977 0.20 0.27 0.31
H 0.599 -8.997 -12.846 -0.03 -0.07 -0.20
H -1.526 -8.279 -14.509 0.16 -0.35 0.12
H -0.388 -5.179 -14.480 -0.13 -0.19 -0.18
H 2.022 -4.612 -14.595 -0.08 -0.02 -0.08
O 3.978 -9.883 -16.980 -0.08 -0.49 -0.69
C 5.153 -10.005 -16.312 -0.08 -0.05 1.29
C 6.203 -10.753 -16.822 -0.22 0.97 -1.09
C 7.491 -10.569 -16.327 -0.67 -1.10 0.36
C 7.662 -9.905 -15.124 0.16 0.80 -0.12
O 8.942 -9.726 -14.647 0.24 -0.32 -0.02
C 6.568 -9.320 -14.489 0.17 -0.41 0.13
C 5.315 -9.399 -15.065 -0.14 0.67 -0.91
H 3.370 -9.271 -16.553 0.07 -0.04 0.23
H 6.036 -11.244 -17.775 0.14 -0.15 0.10
H 8.287 -11.081 -16.848 0.31 0.23 0.22
H 9.000 -8.909 -14.145 -0.15 -0.02 0.06
H 6.708 -8.816 -13.539 -0.01 0.09 -0.05
H 4.482 -8.792 -14.727 0.12 -0.12 0.45
C 6.083 -3.468 -13.862 -1.00 -1.08 0.24
O 4.999 -3.902 -14.696 0.69 0.60 -0.67
C 4.776 -2.987 -15.782 -0.10 -0.44 0.45
C 3.892 -3.669 -16.809 -1.42 -0.43 0.28
N 3.011 -2.769 -17.559 0.86 0.25 -0.27
C 3.740 -1.984 -18.549 0.25 0.73 -0.23
C 2.932 -0.768 -18.947 0.07 0.20 -0.43
O 2.696 -0.013 -17.775 -0.05 -0.15 0.04
C 1.997 1.197 -17.990 -0.44 -0.21 -0.12
H 7.030 -3.392 -14.396 -0.07 0.16 -0.19
H 6.143 -4.295 -13.154 0.35 0.33 0.33
H 5.802 -2.544 -13.358 0.23 0.11 0.03
H 5.749 -2.667 -16.160 -0.06 0.14 -0.12
H 4.223 -2.136 -15.365 0.19 0.22 -0.18
H 3.180 -4.286 -16.248 0.29 -0.12 0.15
H 4.384 -4.389 -17.463 0.31 0.31 -0.15
H 2.644 -2.093 -16.895 -0.19 -0.07 -0.04
H 3.976 -2.560 -19.447 -0.15 -0.21 0.09
H 4.698 -1.571 -18.189 -0.02 -0.26 0.19
H 2.013 -1.065 -19.477 -0.21 0.02 0.44
H 3.471 -0.130 -19.661 0.24 -0.25 0.00
H 2.582 2.048 -17.641 0.08 -0.02 -0.03
H 1.053 1.155 -17.442 0.01 0.12 0.04
H 1.756 1.327 -19.048 0.08 0.10 -0.01
C 2.990 -9.846 -9.668 0.48 0.70 -1.77
O 3.253 -9.694 -8.313 0.65 0.33 0.07
C 3.682 -10.879 -7.683 -0.83 -0.09 0.56
C 5.041 -11.428 -8.042 -0.54 -1.89 1.05
N 6.136 -10.691 -7.507 0.92 0.95 -0.70
C 7.466 -11.247 -7.724 -0.66 0.24 -0.35
C 8.543 -10.399 -7.099 1.49 -0.68 0.40
O 8.696 -10.636 -5.691 -1.05 0.56 -0.42
C 8.005 -9.705 -4.880 1.28 1.13 0.15
H 3.660 -10.522 -10.225 -0.60 -1.02 0.70
H 3.296 -8.999 -10.311 -0.37 0.74 1.05
H 1.917 -9.962 -9.841 0.08 -0.58 -0.17
H 2.904 -11.655 -7.770 0.22 -0.10 -0.57
H 3.633 -10.692 -6.604 0.36 0.36 -0.08
H 5.135 -11.734 -9.088 0.29 0.88 -0.22
H 4.991 -12.451 -7.590 0.09 0.15 0.12
H 6.044 -10.346 -6.565 -0.55 -0.32 0.04
H 7.643 -11.254 -8.806 0.03 -0.15 0.03
H 7.525 -12.281 -7.355 0.25 0.01 0.00
H 8.481 -9.341 -7.373 -0.44 0.06 0.33
H 9.532 -10.703 -7.457 -0.25 -0.19 -0.44
H 8.642 -8.812 -4.718 0.16 -0.31 0.12
H 7.872 -10.167 -3.907 -0.56 0.02 -0.02
H 7.138 -9.211 -5.328 -0.46 -0.80 0.07
C 2.911 4.133 -14.772 -0.13 0.01 -0.74
O 3.071 2.997 -13.965 0.29 0.01 0.50
C 2.660 1.773 -14.572 -0.37 1.09 -1.43
C 2.117 0.872 -13.507 1.15 -0.07 0.79
N 0.832 1.334 -13.027 -0.49 -0.09 0.02
C 0.317 0.522 -11.923 1.31 -0.13 0.00
C -0.325 -0.778 -12.402 -1.34 1.68 0.44
O 0.397 -1.888 -11.945 0.05 -0.52 -0.33
C -0.279 -3.044 -12.390 -0.77 -0.18 0.13
H 1.926 4.570 -14.584 0.03 0.16 -0.21
H 3.013 3.892 -15.840 -0.27 -0.12 0.07
H 3.688 4.885 -14.628 0.02 -0.16 0.64
H 3.479 1.449 -15.229 0.17 -0.74 0.61
H 1.879 1.994 -15.316 -0.28 -0.03 0.39
H 2.854 0.908 -12.681 0.00 -0.13 -0.07
H 2.108 -0.179 -13.803 -0.42 0.07 -0.27
H 0.922 2.287 -12.697 0.18 0.04 -0.16
H -0.301 1.159 -11.293 -0.47 -0.20 -0.25
H 1.142 0.213 -11.255 -0.02 0.03 -0.04
H -0.527 -0.712 -13.478 0.72 -0.40 -0.16
H -1.360 -0.749 -12.009 0.16 -0.60 0.27
H -0.266 -3.106 -13.482 -0.06 0.03 -0.01
H -1.319 -2.977 -12.038 -0.09 -0.05 -0.31
H 0.077 -3.990 -11.983 0.70 0.35 0.17
C -2.907 -8.516 -20.164 -0.18 -0.72 -0.40
O -2.321 -8.499 -18.891 0.46 0.27 -0.03
C -3.168 -8.032 -17.868 -0.71 -1.18 -0.08
C -2.415 -8.049 -16.550 -0.09 0.89 -0.30
N -2.316 -9.336 -15.856 0.52 1.37 -0.15
C -1.536 -10.314 -16.615 -1.70 -0.33 -0.72
C -1.336 -11.588 -15.850 1.96 -1.92 0.46
O -2.366 -12.354 -15.230 -0.45 1.14 -0.16
C -2.873 -11.797 -14.033 -0.65 0.16 -0.42
H -2.341 -9.166 -20.835 0.43 0.18 0.27
H -2.933 -7.523 -20.620 -0.34 0.06 0.11
H -3.885 -9.019 -20.135 -0.21 0.54 0.06
H -4.014 -8.744 -17.781 0.00 0.11 0.01
H -3.656 -7.077 -18.111 0.48 0.25 0.03
H -2.896 -7.329 -15.883 -0.10 -0.15 0.08
H -1.419 -7.637 -16.739 0.07 -0.22 0.08
H -3.268 -9.600 -15.639 0.15 -0.62 -0.11
H -0.603 -9.861 -16.954 0.28 -0.08 0.66
H -2.012 -10.529 -17.583 -0.27 -0.17 0.20
H -0.540 -11.482 -15.093 -0.16 0.51 0.07
H -0.916 -12.362 -16.504 0.12 0.45 -0.40
H -3.710 -11.111 -14.222 -0.01 -0.10 -0.05
H -2.136 -11.191 -13.497 0.20 -0.38 0.17
H -3.281 -12.639 -13.476 0.22 0.13 0.37
O 2.676 -13.112 -15.707 -0.15 0.47 -0.39
C 2.057 -12.915 -14.723 0.40 -0.43 1.36
O 2.013 -11.755 -13.992 -0.04 0.60 -0.44
C 1.405 -11.987 -12.734 -0.74 -1.42 0.65
C 0.668 -13.309 -12.981 -0.28 -0.03 0.82
O 1.407 -13.887 -14.030 -0.38 -0.16 -0.71
H 2.137 -12.122 -11.935 0.32 0.26 -0.25
H 0.652 -11.278 -12.395 0.38 0.65 -0.54
H -0.388 -13.145 -13.216 0.15 -0.02 -0.59
H 0.659 -14.000 -12.138 0.31 0.10 0.06
O -2.102 -0.981 -15.448 0.38 -0.31 0.43
C -2.504 -2.083 -15.630 -0.77 0.29 -0.95
O -1.781 -3.219 -15.691 0.46 -0.04 -0.19
C -2.561 -4.297 -16.220 -0.98 -0.34 1.45
C -3.995 -3.715 -16.183 0.20 -0.52 -0.79
O -3.809 -2.335 -15.934 0.19 -0.04 0.28
H -2.159 -4.719 -17.137 0.00 0.54 -0.29
H -2.594 -5.093 -15.475 0.62 -0.11 -0.09
H -4.559 -4.205 -15.390 -0.09 0.32 0.14
H -4.542 -3.840 -17.117 0.04 0.10 -0.03